45
Properties=species:S:1:pos:R:3:mulliken_charge:R:1 method="wB97M-V/def2-TZVPD" e_above_lowest_kj_mol=162.6 max_force_ev_per_a=2.91 e_homo_ev=-7.35 orbital_gap_ha=0.162 energy_ev=-109612.5018
In -0.040 -0.058 1.757 1.170
O -2.482 -5.233 -2.571 -0.663
C -1.448 -5.348 -1.906 0.106
O -0.560 -6.180 -1.706 -0.650
C -1.164 -4.036 -1.023 0.569
C -1.778 -3.902 0.221 -0.518
C -1.446 -2.824 1.012 -0.446
N -0.552 -1.916 0.580 -0.296
C 0.012 -2.016 -0.615 0.452
C -0.265 -3.071 -1.468 -0.282
C 0.939 -0.881 -1.059 0.438
O 1.250 -0.828 -2.237 -0.693
O 1.262 -0.053 -0.131 -0.759
H -2.508 -4.618 0.575 0.443
H -1.894 -2.651 1.982 0.491
H 0.217 -3.091 -2.433 0.543
N -2.978 0.156 5.009 -0.393
C -1.830 -0.191 4.420 1.021
O -1.817 -0.516 3.195 -0.653
C -0.616 -0.143 5.209 0.050
C 0.504 -0.317 4.435 0.393
N 1.284 -0.457 3.568 -0.667
C -0.614 0.216 6.578 -0.202
N -0.691 0.491 7.694 -0.435
H -2.998 0.490 5.958 0.200
H -3.813 0.199 4.449 0.259
C -0.828 1.233 -3.155 -1.030
N -0.018 1.935 -2.170 0.317
C -0.314 2.113 -0.883 -0.457
Se -1.818 1.479 0.024 -0.092
N 0.687 2.820 -0.323 0.160
C 1.710 3.009 -1.246 0.755
C 2.972 3.570 -1.140 -1.005
C 3.751 3.562 -2.282 -0.492
C 3.284 3.006 -3.480 -0.677
C 2.027 2.442 -3.577 -0.722
C 1.248 2.455 -2.431 0.781
H -1.712 0.831 -2.670 0.294
H -0.244 0.417 -3.575 0.424
H -1.129 1.921 -3.944 0.344
H 0.725 3.038 0.656 0.301
H 3.334 3.974 -0.204 0.393
H 4.748 3.980 -2.245 0.396
H 3.927 3.003 -4.350 0.392
H 1.679 1.991 -4.496 0.439

***

24
Properties=species:S:1:pos:R:3:mulliken_charge:R:1 method="wB97M-V/def2-TZVPD" e_above_lowest_kj_mol=8.9 max_force_ev_per_a=3.54 smiles="NC(=O)N[C@@H]1CCC(=O)c2sccc21" e_homo_ev=-9.36 orbital_gap_ha=0.340 energy_ev=-27406.3325
O 0.652 -2.170 2.267 -0.645
O 0.638 1.422 -3.625 -0.646
S -2.278 1.604 -2.365 -0.162
C 0.567 -0.964 2.437 0.519
C 0.446 0.786 -2.575 0.638
C -3.124 1.050 -0.899 -0.417
C -2.257 0.312 -0.112 -0.905
C -0.792 0.839 -1.843 0.587
C -0.917 0.150 -0.656 -0.415
N 0.795 -0.499 3.684 -0.419
N 0.219 -0.104 1.438 -0.190
C 1.547 -0.200 -2.079 -0.779
C 0.209 -0.522 0.049 0.487
C 1.585 -0.193 -0.535 -0.915
H -4.130 1.357 -0.647 0.445
H -2.524 -0.083 0.854 0.427
H 0.967 -1.205 4.362 0.260
H 0.368 0.387 3.923 0.193
H -0.038 0.856 1.654 0.295
H 1.342 -1.190 -2.435 0.383
H 2.530 0.094 -2.507 0.316
H -0.020 -1.578 -0.036 0.257
H 1.880 0.782 -0.169 0.386
H 2.337 -0.933 -0.184 0.299

***

72
Properties=species:S:1:pos:R:3:mulliken_spin:R:1 method="wB97M-V/def2-TZVPD" e_above_lowest_kj_mol=113.7 multiplicity=5 max_force_ev_per_a=4.35 e_homo_ev="-15.91 / -17.20" charge=+3 orbital_gap_ha="0.254 / 0.221" energy_ev=-63497.0766
Ir -0.144 -1.195 0.004 1.179
P -1.797 -2.524 0.303 -0.015
P 1.106 -0.845 1.841 0.233
P 1.361 -2.345 -1.222 0.034
H -3.164 0.448 -0.593 -0.002
C -2.205 1.138 -0.667 0.773
C -1.035 0.564 -0.253 0.147
H -0.497 0.863 0.742 -0.030
C -3.325 -1.764 0.979 0.048
C -1.424 -3.933 1.436 0.029
C -2.357 -3.198 -1.306 0.054
C 2.241 0.538 1.638 0.042
C -0.033 -0.420 3.166 0.019
C 1.976 -2.340 2.335 0.036
C 1.053 -2.375 -3.054 0.001
C 1.658 -4.133 -0.837 0.054
C 3.078 -1.616 -1.155 0.050
H -2.271 2.203 -1.062 -0.013
H -0.439 -0.052 -1.246 0.283
H -3.618 -0.925 0.335 -0.013
H -3.139 -1.344 1.986 0.000
H -4.170 -2.479 0.982 0.006
H -1.135 -3.557 2.430 0.001
H -0.578 -4.516 1.046 -0.005
H -2.276 -4.623 1.580 0.004
H -2.168 -2.412 -2.058 0.001
H -3.431 -3.456 -1.290 0.010
H -1.768 -4.088 -1.574 -0.003
H 2.772 0.689 2.584 0.015
H 1.740 1.473 1.361 0.001
H 2.982 0.337 0.861 -0.010
H 0.397 -0.791 4.099 0.002
H -1.018 -0.884 3.038 0.006
H -0.139 0.664 3.260 -0.006
H 2.932 -2.420 1.811 -0.006
H 1.391 -3.248 2.131 0.006
H 2.196 -2.270 3.406 0.007
H 1.645 -3.206 -3.508 0.003
H 1.496 -1.455 -3.479 0.009
H -0.041 -2.478 -3.251 -0.004
H 2.123 -4.628 -1.721 0.009
H 0.685 -4.636 -0.643 0.000
H 2.356 -4.193 0.029 -0.005
H 3.727 -2.127 -1.897 0.006
H 3.488 -1.786 -0.141 0.000
H 3.014 -0.533 -1.394 -0.006
C 0.788 2.257 -1.919 0.016
C 2.223 2.277 -2.280 0.237
C 2.610 2.026 -3.598 -0.040
C 1.817 1.359 -4.536 0.282
C 0.497 1.126 -4.162 -0.045
C 0.003 1.513 -2.935 0.253
O 0.273 2.922 -0.968 0.291
H -0.668 3.900 0.273 0.016
H 2.910 2.687 -1.520 -0.007
H 3.626 2.274 -3.867 0.005
H 2.138 1.219 -5.575 -0.002
H -0.231 0.771 -4.879 0.001
H -1.039 1.386 -2.677 0.012
C 0.344 4.217 2.538 0.005
P -1.203 4.156 1.593 -0.011
C -2.266 2.708 1.804 0.034
C -2.263 5.603 1.984 0.001
H 0.384 3.380 3.265 0.000
H 0.430 5.196 3.060 0.000
H 1.193 4.126 1.813 0.000
H -2.857 2.684 2.719 0.002
H -1.633 1.808 1.773 0.017
H -2.931 2.617 0.899 -0.016
H -1.629 6.385 2.443 0.000
H -2.690 6.033 1.071 0.000
H -3.074 5.246 2.650 0.000